Computed, not measured: a 2-piece molecular cluster, C4H13N2PS overall at a distorted geometry, with ωB97M-V with the def2-TZVPD basis set.

Structure (XYZ):
```
21
Properties=species:S:1:pos:R:3:nbo_charge:R:1
C -1.3735 0.3481 1.1707 -0.675
C -2.2182 1.0245 -1.0778 -0.648
C -1.8200 -1.3143 -0.5212 -0.423
C -1.7839 -0.0523 -0.1906 0.020
N 2.1812 -0.0765 1.6573 -1.173
N 1.5956 0.8219 -0.5485 -1.163
P 1.7820 -0.7074 0.1082 1.077
S 3.8574 -1.3300 -0.3276 -0.414
H -0.6536 1.2663 1.0360 0.224
H -0.7605 -0.3815 1.7855 0.244
H -2.2640 0.9012 1.5210 0.223
H -1.2887 1.5465 -1.3009 0.212
H -2.5731 0.6689 -2.0254 0.214
H -3.0425 1.5394 -0.6004 0.221
H -2.0465 -1.5757 -1.5322 0.188
H -1.6709 -2.0435 0.2214 0.195
H 3.4852 -2.3397 -1.0439 0.129
H 2.7153 0.7733 1.5635 0.380
H 2.4942 -0.8027 2.2879 0.387
H 0.9061 0.6125 -1.2766 0.390
H 2.4783 1.1212 -0.9064 0.392
```

Properties
DFT total energy ... -27462.6111 eV
Net charge ... 0
SMILES ... C=C(C)C.NP(N)S
Orbital gap ... 9.475 eV
Energy relative to the best compared isomer or geometry (same formula, charge and spin) ... 0.00 kcal per mole

Computed, not measured: the molecule C4H13N2PS at a distorted geometry, with ωB97M-V with the def2-TZVPD basis set.

Structure (XYZ):
```
21
Properties=species:S:1:pos:R:3:nbo_charge:R:1
C -0.3848 -2.2551 1.0519 -0.621
C 1.5411 0.7370 -1.6581 -0.645
C -0.8281 -0.8762 0.6771 -0.217
C 1.3518 0.0138 -0.3650 -0.172
N -1.9291 1.3628 -0.7262 -1.216
N 0.1253 0.2655 0.5541 -0.752
P -0.5677 1.8030 0.2165 0.935
S 2.6542 -0.0020 0.8710 -0.042
H 0.1094 -2.2544 2.0350 0.218
H -1.3125 -2.7868 1.1978 0.222
H 0.2722 -2.6388 0.2647 0.202
H 2.2771 0.4047 -2.2680 0.230
H 1.7506 1.8182 -1.4937 0.225
H 0.5636 0.8923 -2.0557 0.217
H -1.4044 -0.9171 -0.1830 0.183
H -1.5639 -0.4872 1.4688 0.190
H 1.1071 -1.0057 -0.5060 0.208
H -2.7713 1.2992 -0.2269 0.381
H -2.1565 1.5234 -1.7504 0.402
H -1.3624 1.8537 1.4630 -0.078
H 2.5281 1.2495 1.4329 0.131
```

Properties
DFT total energy ... -27461.5626 eV
Net charge ... 0
SMILES ... CCN(PN)[C@@H](C)S
Orbital gap ... 9.066 eV
Energy relative to the best compared isomer or geometry (same formula, charge and spin) ... 24.18 kcal per mole

Computed, not measured: a 2-piece molecular cluster, C4H13N2S overall at a distorted geometry, with ωB97M-V with the def2-TZVPD basis set.

Structure (XYZ):
```
20
Properties=species:S:1:pos:R:3:nbo_charge:R:1
C -1.7795 0.5994 2.0165 0.063
C -2.1047 0.1047 0.8116 -0.226
N -1.0115 -0.0996 -0.1497 -0.705
N -2.7006 0.8659 2.9960 -0.757
H -0.7677 0.9183 2.2365 0.213
H -3.0601 -0.2858 0.5049 0.230
H -0.9630 0.6125 -0.8851 0.425
H -0.0657 0.0577 0.2866 0.450
H -1.0242 -1.0165 -0.5886 0.436
H -3.5617 0.3452 2.9382 0.397
H -2.3004 0.9135 3.9189 0.404
C 2.3714 -1.3864 -1.8503 -0.628
C 2.0429 0.0853 -1.7684 -0.475
S 2.1705 0.7127 -0.0083 -0.056
H 1.6334 -1.9898 -1.3056 0.193
H 3.3313 -1.6285 -1.4030 0.236
H 2.3007 -1.7227 -2.8825 0.240
H 2.7489 0.6648 -2.3605 0.237
H 1.0554 0.3227 -2.1569 0.185
H 1.6845 1.9266 -0.3505 0.138
```

Properties
DFT total energy ... -18167.3170 eV
Net charge ... +1
Orbital gap ... 9.802 eV
Energy relative to the best compared isomer or geometry (same formula, charge and spin) ... 27.12 kcal per mole

Computed, not measured: an isolated ion of composition C4H13N2S and charge +1 at a distorted geometry, with ωB97M-V with the def2-TZVPD basis set.

Structure (XYZ):
```
20
Properties=species:S:1:pos:R:3:nbo_charge:R:1
N 0.1087 1.2646 0.4337 -0.689
C -0.0479 -0.1773 0.0011 -0.087
C 1.3123 -0.7429 -0.3680 -0.565
S 2.2840 0.6466 -1.1108 -0.101
C -0.7254 -1.0664 0.9384 -0.263
N -2.1059 -0.4706 1.2701 -0.664
C -3.0126 -0.2518 0.0816 -0.474
H 0.2575 1.9431 -0.3406 0.477
H 0.9133 1.1994 0.9801 0.428
H -0.7140 1.4115 1.0013 0.462
H -0.8083 -0.0015 -0.9538 0.245
H 1.9235 -1.1514 0.4358 0.256
H 1.4293 -1.6554 -1.0375 0.297
H 2.6069 0.3942 -2.3572 0.181
H -0.8750 -2.1383 0.7133 0.255
H -0.0871 -0.9018 2.0147 0.204
H -2.5020 -1.2053 1.9010 0.384
H -2.8728 0.7578 -0.3540 0.198
H -4.0162 0.0318 0.5418 0.250
H -2.9773 -1.1567 -0.6175 0.206
```

Properties
DFT total energy ... -18165.5764 eV
Net charge ... +1
SMILES ... CNC[C@@H]([NH3+])CS
Orbital gap ... 10.314 eV
Energy relative to the best compared isomer or geometry (same formula, charge and spin) ... 67.25 kcal per mole

Computed, not measured: an isolated ion of composition C4H13N2S and charge +1 at a distorted geometry, with ωB97M-V with the def2-TZVPD basis set.

Structure (XYZ):
```
20
Properties=species:S:1:pos:R:3:nbo_charge:R:1
C 1.3902 1.6494 0.7615 -0.210
N 0.3560 0.5346 0.8073 -0.535
C -0.3579 0.0268 -0.4156 -0.246
C -1.7780 -0.4851 -0.0234 -0.532
S -2.7717 -1.4202 -1.3741 0.040
C 2.6601 0.9493 0.2377 -0.226
N 3.0283 0.0866 1.3476 -0.867
H 1.0988 2.3691 -0.0009 0.226
H 1.4340 2.1679 1.7250 0.239
H -0.4266 0.9748 1.3044 0.430
H -0.3990 0.8361 -1.1899 0.234
H 0.2716 -0.8061 -0.7349 0.229
H -2.4044 0.3685 0.3396 0.229
H -1.6641 -1.3130 0.7161 0.239
H -2.5037 -0.6813 -2.3552 0.107
H 2.2599 0.4128 -0.5324 0.188
H 3.3915 1.6330 -0.1245 0.215
H 3.7851 -0.5616 0.9422 0.378
H 3.6626 0.4580 2.0357 0.386
H 0.6652 -0.3260 1.4161 0.476
```

Properties
DFT total energy ... -18166.6159 eV
Net charge ... +1
SMILES ... NCC[NH2+]CCS
Orbital gap ... 9.786 eV
Energy relative to the best compared isomer or geometry (same formula, charge and spin) ... 43.28 kcal per mole

Computed, not measured: a 2-piece molecular cluster, C4H13N2S overall, with ωB97M-V with the def2-TZVPD basis set.

Structure (XYZ):
```
20
Properties=species:S:1:pos:R:3:nbo_charge:R:1
N -3.0578 -1.6637 1.4897 -0.717
C -1.9026 -1.2975 0.9793 0.395
N -1.5975 -0.0925 0.6145 -0.725
H -3.7954 -1.0250 1.7375 0.421
H -3.2549 -2.6294 1.6897 0.435
H -1.1751 -2.0903 0.8518 0.232
H -0.6048 0.1113 0.3054 0.427
H -2.2779 0.6453 0.7523 0.414
C 0.1375 1.0409 -2.4307 -0.622
C 1.1930 1.2742 -1.3460 -0.534
S 1.4280 -0.1175 -0.2223 0.191
C 2.3433 0.6864 1.1311 -0.727
H 0.4841 1.5195 -3.3345 0.240
H -0.8334 1.4388 -2.1520 0.206
H 0.0047 -0.0166 -2.6591 0.217
H 0.9654 2.1753 -0.7742 0.217
H 2.1546 1.4567 -1.8260 0.230
H 3.1740 1.2468 0.7163 0.238
H 1.6762 1.3241 1.7033 0.218
H 2.7416 -0.0989 1.7625 0.244
```

Properties
DFT total energy ... -18168.4342 eV
Net charge ... +1
Orbital gap ... 9.266 eV
Energy relative to the best compared isomer or geometry (same formula, charge and spin) ... 1.35 kcal per mole

Computed, not measured: an isolated ion of composition C4H13N3 and charge -1 at a distorted geometry, with ωB97M-V with the def2-TZVPD basis set.

Structure (XYZ):
```
20
Properties=species:S:1:pos:R:3:lowdin_spin:R:1
C -0.1137 0.7392 0.7667 0.106
N 0.8754 -0.0391 1.4819 0.018
C 2.3204 0.2439 1.2277 0.185
N 2.9294 -0.6654 0.2977 0.075
C -1.2584 -0.1151 0.1280 0.064
N -1.4368 0.3356 -1.2535 0.027
C -2.5602 -0.1691 -1.9746 0.135
H 0.5053 1.1653 -0.0160 0.029
H -0.5277 1.5423 1.3941 0.023
H 0.7293 -0.4827 2.3709 0.020
H 2.2690 1.2541 0.7962 0.030
H 2.8395 0.2278 2.1914 0.031
H 3.1808 -1.5391 0.7331 0.030
H 2.5548 -0.6486 -0.6347 0.076
H -0.8431 -1.1388 0.1286 0.015
H -2.2304 -0.0390 0.6234 0.011
H -0.5544 0.4498 -1.7328 0.072
H -2.2511 -1.1154 -2.4519 0.026
H -3.3935 -0.4933 -1.3433 0.008
H -3.0344 0.4877 -2.7329 0.018
```

Properties
Multiplicity ... 2
DFT total energy ... -8826.2011 eV
Net charge ... -1
Expectation value of S² ... 0.750
Orbital gap (alpha / beta) ... 2.426 / 8.862 eV
Energy relative to the best compared isomer or geometry (same formula, charge and spin) ... 33.41 kcal per mole

Computed, not measured: a 2-piece molecular cluster, C4H13N3 overall at a distorted geometry, with ωB97M-V with the def2-TZVPD basis set.

Structure (XYZ):
```
20
Properties=species:S:1:pos:R:3:lowdin_spin:R:1
C 1.3355 -0.7991 -2.2429 0.010
C 1.4526 0.3701 -1.3155 0.140
C 0.8974 1.6103 -1.5246 0.499
N 2.0642 0.1331 -0.1384 0.280
H 0.5852 -1.5315 -1.9400 0.002
H 2.2854 -1.3358 -2.2333 -0.002
H 1.1461 -0.4742 -3.2631 0.004
H 1.1643 2.4126 -0.8485 0.019
H 0.0685 1.6734 -2.2158 0.021
H 2.1106 -0.8327 0.1586 0.006
H 2.7517 0.7492 0.2692 0.007
N -1.4065 -0.2285 0.5064 0.010
C -1.2165 -0.1323 1.9471 0.001
N -2.3730 -0.3067 2.8003 0.002
H -1.9871 -1.0066 0.2251 0.000
H -1.7751 0.6216 0.1002 0.000
H -0.4865 -0.8893 2.2501 0.000
H -0.7543 0.8285 2.1749 0.000
H -3.0815 0.3614 2.5495 0.000
H -2.7809 -1.2235 2.7404 0.000
```

Properties
Multiplicity ... 2
DFT total energy ... -8820.6497 eV
Net charge ... +1
Expectation value of S² ... 0.764
Orbital gap (alpha / beta) ... 8.195 / 4.867 eV
Energy relative to the best compared isomer or geometry (same formula, charge and spin) ... 8.17 kcal per mole